[1]
Computed, not measured: C38H50AsBN2O4S3Ti as an isolated structure, with ωB97M-V with the def2-TZVPD basis set.

Geometry as XYZ:
```
100
Properties=species:S:1:pos:R:3:forces:R:3
Ti 0.7339 0.9836 0.3891 -0.5 2.0 1.0
C 0.6609 2.8821 3.7081 -0.1 -0.2 -0.1
O 0.5734 1.7025 2.8908 0.1 -0.2 -0.1
C 0.6346 0.5002 3.5854 -0.2 0.4 0.3
C 0.3133 0.3922 4.9322 0.0 0.0 -0.1
C 0.4069 -0.8418 5.5605 0.0 0.0 0.0
C 0.8412 -1.9522 4.8519 0.0 0.0 -0.1
C 1.1669 -1.8337 3.5092 -0.2 -0.3 0.2
C 1.0322 -0.6152 2.8656 0.4 -0.1 -0.9
N 1.3878 -0.4314 1.4886 0.4 -0.8 0.1
N 2.2271 -1.4082 1.0367 0.0 0.5 0.1
C 3.0317 -1.1489 -0.0208 0.0 -0.5 0.3
C 3.1889 0.0838 -0.6596 -0.4 0.6 0.2
O 2.3774 1.1115 -0.3043 0.8 -0.5 -0.6
C 4.1672 0.3054 -1.6396 0.0 0.0 -0.1
C 4.9661 -0.7180 -2.0388 0.1 -0.2 0.0
C 4.8269 -2.0259 -1.4744 0.1 0.2 -0.2
C 5.6262 -3.0974 -1.9294 0.0 0.0 0.0
C 5.4735 -4.3509 -1.4032 -0.1 0.0 0.1
C 4.5134 -4.5739 -0.3961 0.1 -0.1 -0.1
C 3.7302 -3.5480 0.0647 0.0 0.1 0.0
C 3.8728 -2.2504 -0.4673 -0.2 0.0 0.1
H 1.4883 2.7789 4.4079 0.0 0.0 0.0
H 0.8501 3.7125 3.0380 0.0 0.0 0.0
H -0.2714 3.0393 4.2486 0.0 0.0 0.0
H -0.0108 1.2533 5.4962 0.0 0.0 0.0
H 0.1486 -0.9242 6.6086 0.0 0.0 0.0
H 0.9331 -2.9122 5.3427 0.0 0.0 0.0
H 1.5155 -2.6822 2.9385 0.0 0.0 0.0
H 4.2491 1.2912 -2.0790 0.0 0.0 0.0
H 5.7149 -0.5534 -2.8041 0.0 0.0 0.0
H 6.3600 -2.9116 -2.7053 0.0 0.0 0.0
H 6.0869 -5.1692 -1.7581 0.0 0.0 0.0
H 4.3918 -5.5670 0.0186 0.0 0.0 0.0
H 2.9908 -3.7223 0.8338 0.0 0.0 0.0
C 2.0779 4.4762 -2.1261 0.0 0.2 0.1
C 2.4445 4.4805 -0.6423 0.1 0.0 -0.2
S 1.2861 3.8064 0.5636 0.2 -0.4 0.1
C -0.1951 4.7883 0.3825 -0.3 0.1 -0.1
C -1.1006 4.4547 -0.8092 0.1 0.2 0.1
S -1.2940 2.6859 -1.0824 0.0 -0.3 0.1
C -1.1823 2.5442 -2.8774 0.0 0.0 -0.1
C 0.0222 3.1958 -3.5619 -0.2 0.1 -0.1
S 1.6165 2.8660 -2.7940 0.1 -0.3 0.0
H 2.9518 4.8323 -2.6724 0.0 0.1 0.0
H 1.2823 5.1945 -2.3230 0.0 0.0 0.0
H 2.6470 5.5046 -0.3229 0.1 0.0 0.0
H 3.3564 3.9086 -0.4681 0.0 -0.1 0.0
H 0.0908 5.8412 0.3476 -0.1 0.0 0.0
H -0.7392 4.6435 1.3188 0.0 0.0 0.0
H -0.7065 4.8937 -1.7201 0.0 0.0 0.0
H -2.0879 4.8847 -0.6416 0.0 0.1 0.0
H -2.1066 2.9282 -3.3118 0.0 0.0 0.0
H -1.1623 1.4675 -3.0413 0.0 0.0 0.0
H -0.1081 4.2742 -3.6548 0.0 0.0 0.0
H 0.0579 2.8148 -4.5835 0.0 0.0 0.0
C -0.0722 -0.8011 -4.7437 0.0 0.0 -0.2
C 0.2891 -1.3028 -3.3619 0.0 0.2 0.2
C 1.4992 -2.2130 -3.4325 0.2 -0.1 0.0
O 0.6958 -0.1440 -2.5681 -0.2 -0.1 0.1
B 0.1412 -0.2465 -1.3134 -0.3 -0.7 -0.5
O -0.7691 -1.2744 -1.2321 0.2 0.0 -0.1
C -0.9124 -1.8992 -2.5462 0.1 0.1 0.2
C -2.2813 -1.5038 -3.0700 -0.1 0.0 -0.1
C -0.8439 -3.3992 -2.3463 0.0 -0.2 0.0
H 0.8110 -0.3613 -5.2098 0.0 0.0 0.0
H -0.8584 -0.0475 -4.7160 0.0 0.0 0.0
H -0.4119 -1.6230 -5.3780 0.0 0.0 0.0
H 2.3424 -1.6435 -3.8270 0.0 0.0 0.0
H 1.3174 -3.0643 -4.0917 0.0 0.0 0.0
H 1.7834 -2.5915 -2.4495 0.0 0.1 0.0
H -2.4014 -0.4192 -3.1121 0.0 0.0 0.0
H -3.0515 -1.8990 -2.4066 0.0 0.0 0.0
H -2.4587 -1.9077 -4.0680 0.0 0.0 0.0
H 0.0337 -3.6810 -1.7663 0.0 0.0 0.0
H -0.8088 -3.9225 -3.3051 0.0 0.0 0.0
H -1.7335 -3.7392 -1.8137 0.0 0.0 0.0
C -3.2751 -0.0023 0.0248 -0.1 0.1 0.0
As -1.9060 0.4369 1.3182 0.3 -0.2 -0.3
C -2.7729 1.9164 2.2121 -0.1 0.1 0.1
C -2.1583 -1.0397 2.5839 -0.1 -0.1 0.0
C -3.6009 -1.3534 2.8468 0.1 -0.1 0.1
C -4.2673 -2.3190 2.0952 -0.1 0.0 0.0
C -5.6082 -2.5960 2.3211 0.0 0.1 0.0
C -6.3034 -1.9120 3.3109 0.0 0.0 0.0
C -5.6460 -0.9607 4.0790 0.0 0.0 0.0
C -4.3037 -0.6878 3.8493 0.0 0.0 0.0
H -4.2424 0.0592 0.5184 -0.1 0.0 -0.1
H -3.1001 -1.0071 -0.3430 0.0 0.0 0.0
H -3.2320 0.6960 -0.8063 0.0 0.0 0.0
H -3.7744 1.6068 2.5044 -0.1 0.1 0.1
H -2.8469 2.7541 1.5193 0.0 0.0 0.0
H -2.2078 2.2192 3.0927 0.0 0.0 0.0
H -1.6285 -0.7823 3.4975 0.0 0.0 0.1
H -1.6368 -1.8859 2.1361 0.0 0.0 0.0
H -3.7277 -2.8642 1.3280 0.0 0.0 0.0
H -6.1084 -3.3520 1.7294 0.0 0.0 0.0
H -7.3476 -2.1305 3.4921 0.0 0.0 0.0
H -6.1751 -0.4374 4.8655 0.0 0.0 0.0
H -3.7908 0.0416 4.4672 0.0 0.0 0.0
```
Forces are in eV/Å.

relative energy (zero: lowest compared OMol25 entry of this formula, charge and spin) = 17.9 kcal per mole
total charge = +1
spin multiplicity = 2



[2]
Computed, not measured: C38H50DyN3O2PS as an isolated structure, with ωB97M-V with the def2-TZVPD basis set.

Geometry as XYZ:
```
96
Properties=species:S:1:pos:R:3:forces:R:3
Dy 0.2892 -0.8867 0.4229 -1.6 1.7 -0.6
C -2.3738 -3.3964 -0.3914 -0.1 -0.9 0.2
C -2.3028 -3.9121 -1.6976 1.1 -1.0 0.0
C -1.8717 -5.2745 -1.5845 -0.6 0.8 -0.7
C -1.8075 -5.6497 -0.2526 0.1 1.2 1.2
C -2.1202 -4.4789 0.4833 0.1 0.1 1.3
H -2.6546 -2.4219 -0.0519 -0.3 0.6 -0.1
H -2.3808 -3.3973 -2.6430 -0.1 0.1 0.0
H -1.6705 -5.9244 -2.4030 0.1 -0.4 -0.7
H -1.4585 -6.5535 0.2261 -0.2 -0.3 -0.3
H -2.2257 -4.4223 1.5855 0.2 0.0 -0.6
N 2.1544 -4.7838 0.5226 0.1 1.3 1.5
C 1.7883 -3.4916 0.7957 -0.6 -1.0 -0.9
O 1.3047 -2.8061 -0.1399 1.1 -1.1 0.7
C 1.8911 -2.9551 2.2125 0.8 -0.2 1.2
C 1.8035 -1.4608 2.3711 -1.7 0.2 -1.7
H 1.9579 -5.1440 -0.3834 -0.4 -0.2 -0.5
H 2.2387 -5.4352 1.2995 0.1 0.4 -0.5
H 2.8686 -3.2608 2.6659 -0.7 -0.6 -0.4
H 1.0758 -3.4298 2.7957 0.4 -0.2 -0.3
H 2.7345 -0.9545 2.3847 0.8 0.5 0.3
H 1.0480 -1.0854 3.0558 0.3 -0.2 0.6
C -0.0605 -0.5607 -4.7780 0.3 -1.3 -1.0
C -0.5291 -1.1678 -3.4914 -0.2 0.5 -0.1
C 0.5769 -2.0910 -2.9920 -0.2 0.0 0.9
P -1.0061 0.1401 -2.2320 0.2 -2.3 0.2
C -2.7691 0.4216 -2.8637 0.6 -0.1 -0.4
C -3.3113 1.8132 -2.7083 0.5 1.5 -1.3
C -3.7560 -0.5118 -2.1730 0.0 -0.5 0.8
C -0.0468 1.6530 -2.4333 -0.1 0.9 -1.0
C -0.1650 2.4910 -3.5685 -0.5 -0.8 -0.1
C 0.5869 3.6404 -3.7151 0.6 0.4 0.5
C 0.7508 4.4216 -4.9862 -0.4 0.7 -1.5
C 1.3265 4.0537 -2.5914 0.5 0.5 -1.1
C 1.4344 3.3094 -1.4574 1.0 -0.5 1.7
C 0.8749 2.0087 -1.4180 0.1 -1.0 0.7
N 1.2270 1.0387 -0.4811 0.1 0.2 0.2
C 2.2749 1.3043 0.4407 1.9 0.1 -0.7
C 2.0899 2.0460 1.6111 0.5 0.6 0.0
C 0.7210 2.5901 1.9448 0.6 -1.0 -0.3
C 3.2072 2.4288 2.3808 -0.2 -0.6 -0.4
C 4.4909 2.0215 2.0765 -0.6 -0.1 -0.1
C 5.6750 2.5912 2.7968 0.2 -0.9 -0.4
C 4.6608 1.1335 1.0159 -0.6 0.4 0.5
C 3.6300 0.8189 0.1638 -1.6 0.2 0.3
C 3.9245 -0.0885 -0.9928 -0.4 -0.3 -0.1
H -0.0570 -1.3890 -5.5154 0.3 0.6 -0.1
H 0.9559 -0.1861 -4.6616 0.0 0.1 -0.1
H -0.6847 0.2240 -5.1479 -0.4 0.5 -0.3
H -1.4880 -1.7148 -3.6681 0.7 0.2 0.3
H 1.4967 -1.5134 -2.8103 -0.2 0.0 0.1
H 0.8557 -2.8335 -3.7254 -0.1 -0.3 -0.5
H 0.3234 -2.6522 -2.0778 -0.1 0.3 -0.5
H -2.6646 0.1500 -3.9504 -0.4 0.3 0.8
H -3.6153 1.9961 -1.6890 -0.1 0.2 0.2
H -4.1340 1.9618 -3.4218 -0.3 -0.2 0.4
H -2.6015 2.6086 -3.0294 -0.2 -0.5 0.5
H -3.7558 -0.3829 -1.0683 0.1 0.3 -0.7
H -3.4774 -1.5468 -2.3076 -0.1 -0.4 -0.2
H -4.7948 -0.3538 -2.5092 0.4 0.0 -0.1
H -0.8719 2.1654 -4.3631 0.7 0.4 0.5
H 0.1541 5.3817 -5.0401 0.2 -1.1 0.1
H 0.5193 3.7972 -5.8892 -0.1 0.6 0.8
H 1.7803 4.7828 -5.1896 -0.3 -0.4 0.5
H 1.9721 4.9303 -2.7313 -0.4 -0.1 0.3
H 2.0723 3.6382 -0.5750 -0.8 -0.4 -1.4
H 0.8492 3.4444 2.6048 -0.4 0.0 0.0
H 0.1469 1.7705 2.4171 -0.1 0.6 0.0
H 0.2421 2.8247 0.9933 -0.4 0.3 0.4
H 3.0895 3.0295 3.2654 -0.3 0.4 0.2
H 5.8907 2.0617 3.7335 0.0 0.3 -0.1
H 5.5225 3.6429 2.9548 0.0 0.5 0.4
H 6.5114 2.4693 2.1070 0.3 0.1 0.3
H 5.6067 0.6530 0.9098 0.8 -0.1 -0.4
H 4.8047 0.2042 -1.5574 0.3 0.1 0.2
H 3.1045 -0.0678 -1.6975 -0.3 -0.1 -0.1
H 4.0538 -1.1238 -0.6374 0.0 0.2 -0.2
N -2.4524 1.5806 0.5160 0.7 -0.9 -0.8
C -1.6790 0.7962 0.0951 -1.1 1.8 2.3
C -4.2146 -1.2339 2.5125 1.4 -0.3 -0.1
S -2.4110 -1.3672 3.0692 0.6 -0.8 -1.7
O -1.4460 -0.9343 1.9210 -1.7 -1.1 2.3
C -2.2898 -0.0832 4.2577 0.4 0.0 0.9
C -1.6959 -0.3483 5.5150 -0.9 0.6 0.2
C -1.5329 0.7113 6.4231 0.9 0.1 -0.7
C -1.7518 2.0263 5.9939 -1.4 -0.4 -0.6
C -2.3870 2.2668 4.7580 0.3 -1.5 0.3
C -2.6626 1.1888 3.8904 0.9 1.5 0.4
H -4.3366 -0.4065 1.8407 0.2 0.4 -0.5
H -4.8035 -1.0615 3.3900 -0.2 0.0 0.7
H -4.5051 -2.1850 2.0523 0.4 0.2 0.0
H -1.4635 -1.3503 5.8530 0.1 -0.1 -0.3
H -1.0691 0.5515 7.4091 -0.4 -0.1 -0.6
H -1.5738 2.8340 6.6794 0.2 0.3 0.1
H -2.6847 3.2310 4.4078 0.2 0.6 0.1
H -2.9437 1.4304 2.8707 -0.4 -0.2 -0.1
```
Forces are in eV/Å.

relative energy (zero: lowest compared OMol25 entry of this formula, charge and spin) = 0.0 kcal per mole
total charge = -1
spin multiplicity = 6



[3]
Computed, not measured: C38H51ClIrOP4Te as an isolated structure, with ωB97M-V with the def2-TZVPD basis set.

Geometry as XYZ:
```
97
Properties=species:S:1:pos:R:3:forces:R:3
P -1.5677 -0.9329 -5.8568 -0.7 0.0 -4.4
C -3.2822 -1.0251 -6.5765 -0.1 -0.2 1.1
C -3.7615 -0.2555 -7.6469 -0.3 0.4 0.0
H -3.1359 0.4949 -8.1230 -0.1 -0.1 0.1
C -5.0690 -0.4347 -8.1151 0.2 -0.1 0.1
H -5.4392 0.1666 -8.9448 0.2 -0.1 0.2
C -5.9095 -1.3826 -7.5279 0.2 -0.1 0.2
H -6.9323 -1.5282 -7.8957 0.5 0.1 0.2
C -5.4277 -2.1566 -6.4624 -0.1 -0.1 -0.1
H -6.0700 -2.9028 -5.9998 0.1 0.2 -0.1
C -4.1333 -1.9826 -5.9897 -0.1 0.2 -0.1
H -3.7626 -2.5834 -5.1628 -0.2 0.0 -0.1
C -0.9677 0.5450 -6.8098 0.1 0.4 1.1
C -1.2574 1.7970 -6.2285 0.1 -0.2 -0.2
H -1.7875 1.8284 -5.2783 0.1 0.1 -0.1
C -0.8830 2.9725 -6.8676 0.0 0.1 -0.1
H -1.1217 3.9305 -6.4059 0.1 -0.2 -0.2
C -0.2102 2.9318 -8.0958 -0.1 -0.2 0.2
H 0.0814 3.8625 -8.5924 -0.1 -0.4 0.2
C 0.0804 1.6942 -8.6786 -0.2 0.0 0.2
H 0.6058 1.6610 -9.6336 -0.2 -0.1 0.3
C -0.2997 0.5060 -8.0432 0.4 0.0 0.0
H -0.0589 -0.4421 -8.5198 -0.1 0.2 0.2
C -0.7865 -2.2598 -6.9087 0.5 -0.2 1.0
C -1.3901 -2.8853 -8.0110 -0.1 -0.4 0.0
H -2.4057 -2.6419 -8.3078 0.2 0.0 0.1
C -0.6906 -3.8498 -8.7464 0.1 0.2 0.2
H -1.1622 -4.3384 -9.5987 0.0 0.2 0.2
C 0.6177 -4.1946 -8.4002 0.0 0.2 0.2
H 1.1708 -4.9417 -8.9804 -0.3 0.3 0.3
C 1.2194 -3.5721 -7.2986 0.1 0.0 -0.1
H 2.2397 -3.8303 -7.0213 -0.2 0.0 -0.1
C 0.5261 -2.6260 -6.5519 -0.2 -0.1 -0.3
H 0.9880 -2.1649 -5.6831 0.1 -0.1 -0.1
Ir 0.1187 0.1060 0.1679 -2.2 -1.2 -0.4
C 1.8151 0.9609 -0.4868 1.3 1.0 -0.4
C 2.1641 1.2497 -1.7690 0.1 -0.4 0.8
H 2.5423 1.2175 0.3130 -0.2 0.0 -0.5
C 1.2140 0.8125 -2.8646 -1.4 -1.0 -1.4
O 1.9576 -0.0887 -3.7663 -0.2 0.7 -0.4
H 1.3877 -0.2976 -4.5403 0.4 0.3 0.9
C 0.0240 0.0454 -2.3245 -2.4 -1.5 0.4
H 0.8118 1.6826 -3.4362 0.4 -0.2 0.1
C -1.1032 -0.5859 -2.7134 2.7 1.7 -0.9
Cl -1.9434 -1.0010 0.6491 0.2 0.1 -0.2
P 1.1053 -1.9734 0.3682 0.5 -0.8 -0.9
P -1.2176 1.9921 0.2962 -0.3 0.7 -1.1
C 0.4578 -3.0842 1.6549 0.1 0.0 -0.1
H -0.5841 -3.3435 1.4294 0.3 0.1 0.0
H 0.4907 -2.6058 2.6379 0.0 -0.2 -0.2
H 1.0769 -3.9913 1.6635 -0.2 0.2 0.0
C 0.9431 -2.9385 -1.1581 0.3 -0.3 0.2
H 1.3767 -2.3788 -1.9914 -0.1 0.0 0.1
H -0.1158 -3.1272 -1.3532 0.1 0.1 0.0
H 1.4738 -3.8903 -1.0290 -0.1 0.1 -0.1
C 2.9055 -1.8991 0.6482 0.1 -0.4 0.0
H 3.1438 -1.3173 1.5455 0.0 -0.1 -0.1
H 3.3975 -1.4380 -0.2194 -0.2 -0.1 0.2
H 3.2798 -2.9253 0.7661 0.1 0.3 0.0
C -2.1170 2.3287 1.8506 0.0 0.2 -0.2
H -1.4242 2.3629 2.7011 -0.2 0.1 -0.2
H -2.8878 1.5696 2.0391 0.3 0.1 -0.2
H -2.5994 3.3097 1.7325 0.1 -0.2 0.2
C -0.2879 3.5209 -0.0470 -0.4 0.3 0.1
H 0.1504 3.4804 -1.0513 -0.1 -0.1 0.2
H 0.5179 3.6487 0.6817 -0.1 0.0 0.0
H -0.9756 4.3727 0.0117 0.2 0.0 0.0
C -2.5338 1.9632 -0.9596 -0.1 0.4 0.2
H -3.1616 1.0852 -0.7880 0.1 0.2 0.0
H -2.1001 1.9012 -1.9606 0.0 0.0 0.2
H -3.1228 2.8835 -0.8636 0.0 -0.2 -0.1
P 3.7689 1.9893 -2.1834 -2.0 -1.1 0.2
C 4.4608 2.7336 -0.7156 0.2 0.1 -0.1
C 3.4564 3.2318 -3.4342 0.4 0.1 0.1
H 4.6542 1.9645 0.0380 0.0 0.2 -0.1
H 3.7737 3.4854 -0.3145 0.1 -0.1 -0.1
H 5.4016 3.2098 -1.0097 0.0 0.0 0.2
H 2.9713 2.7737 -4.3006 0.1 0.0 0.1
H 4.4246 3.6548 -3.7110 -0.2 0.1 -0.2
H 2.8141 4.0131 -3.0171 0.1 -0.1 -0.1
C 4.8342 0.6865 -2.7970 0.3 0.3 -0.1
H 5.0569 -0.0009 -1.9768 0.0 0.1 -0.1
H 5.7567 1.1451 -3.1594 0.1 -0.2 0.0
H 4.3192 0.1497 -3.5982 0.0 0.2 0.1
H -1.9303 -1.2733 -2.4916 0.7 0.6 0.6
Te 0.7891 0.5032 2.6117 0.8 0.2 2.7
C -0.2715 -0.6101 4.0641 0.2 0.2 0.9
C -1.6113 -0.3313 4.3651 0.1 -0.4 0.0
C -2.2351 -1.0224 5.4109 0.4 -0.1 0.1
C -1.5245 -1.9689 6.1618 0.3 0.1 -0.2
C -0.1661 -2.2131 5.8784 -0.3 0.2 0.0
C 0.4745 -1.5100 4.8548 -0.5 0.0 0.1
H -2.1761 0.4272 3.8202 0.2 -0.4 0.1
H -3.2704 -0.7824 5.6546 0.3 -0.2 0.0
H -2.0086 -2.4829 7.0011 0.2 0.2 -0.5
H 0.4075 -2.9229 6.4852 -0.3 0.3 -0.3
H 1.5450 -1.6600 4.7011 -0.3 0.1 -0.1
```
Forces are in eV/Å.

total charge = +2
spin multiplicity = 6
total energy = -3751.05877 hartree



Question: Among the records above, which one has the lowest total charge?
Answer: C38H50DyN3O2PS



Question: What is the total charge in the second record?
Answer: -1